Entry 1:
20
Properties=species:S:1:pos:R:3:forces:R:3 method="wB97M-V/def2-TZVPD" total_energy_ev=-30588.118 gap_ev="8.5506 / 7.9954" lumo_energy_ev="-1.209 / -1.821" e_above_lowest_kj_mol=287.0
C 0.417 1.612 0.768 -0.012 -0.242 -0.060
C 0.531 -1.406 1.297 -0.456 0.337 -0.318
C 1.804 -0.271 -0.913 -0.403 0.157 0.049
C -1.053 -0.188 -1.063 -0.394 -0.011 0.338
O -1.729 0.149 1.209 -0.586 0.288 0.385
O -3.300 1.191 -0.366 -0.002 0.322 -0.069
O -3.116 -1.259 -0.238 -0.384 -0.007 0.250
P 0.270 -0.061 0.078 1.596 -0.027 0.453
S -2.521 0.041 -0.038 0.536 -0.815 -0.635
H -0.446 2.178 0.421 0.092 0.057 0.073
H 1.345 2.077 0.439 0.010 -0.022 -0.025
H 0.382 1.557 1.855 -0.050 0.010 -0.077
H -0.340 -1.483 1.936 0.003 -0.038 0.043
H 1.416 -1.177 1.884 0.139 0.051 -0.035
H 0.679 -2.338 0.755 0.066 -0.031 -0.034
H 2.680 -0.286 -0.265 -0.020 0.059 0.038
H 1.883 0.547 -1.628 0.131 -0.040 0.047
H 1.763 -1.208 -1.463 -0.003 -0.099 -0.045
H -1.073 -1.025 -1.742 -0.001 0.106 -0.464
H 0.407 1.351 -2.924 -0.263 -0.056 0.086

Entry 2:
13
Properties=species:S:1:pos:R:3:forces:R:3 method="wB97M-V/def2-TZVPD" total_energy_ev=-7794.802 total_charge=+1 gap_ev="7.5803 / 7.5746" lumo_energy_ev="-7.323 / -7.326" e_above_lowest_kj_mol=476.7
C 1.813 0.394 -0.940 -5.242 -3.457 -1.672
C 0.645 -0.278 -1.197 6.289 3.205 0.373
C 0.970 0.818 1.284 0.975 0.523 -1.078
C 2.095 0.958 0.208 -0.051 0.558 -0.097
C -0.393 -0.719 -0.490 -2.206 -0.402 3.563
C -1.960 -0.705 -0.618 -0.331 0.106 -0.762
N -0.103 0.276 1.081 -1.665 -1.742 -0.329
H 1.185 1.413 2.159 -0.094 -0.059 0.421
H 2.915 1.598 0.443 0.606 0.171 0.301
H -0.004 -1.703 0.017 -0.414 1.282 -0.857
H -2.450 -1.615 -0.215 0.803 0.326 -0.435
H -2.265 -0.551 -1.680 0.413 -0.350 0.751
H -2.447 0.113 -0.053 0.917 -0.159 -0.181

Entry 3:
54
Properties=species:S:1:pos:R:3:forces:R:3 method="wB97M-V/def2-TZVPD" total_energy_ev=-72260.953 total_charge=+1 gap_ev=7.7716 lumo_energy_ev=-4.238
Ti -0.396 1.320 -1.012 0.115 -0.753 -0.614
N 1.134 0.983 -2.791 -2.090 -0.442 -0.933
N 1.445 2.070 -3.602 0.795 -0.509 -0.129
C 0.592 3.102 -3.611 1.743 0.696 -1.046
N 0.959 4.114 -4.419 0.592 -1.901 0.626
S -0.743 3.184 -2.631 -1.029 0.007 0.710
H 1.917 0.582 -2.328 0.913 -0.200 0.266
H 0.599 0.278 -3.341 0.698 0.360 0.558
H 2.182 1.953 -4.314 -0.732 0.150 0.562
H 1.889 4.120 -4.812 -0.305 0.275 -0.167
H 0.330 4.846 -4.550 -0.800 1.444 -0.286
F 4.213 -5.484 0.647 0.670 -0.108 0.063
C 5.007 -4.404 0.680 0.847 0.340 1.035
F 5.846 -4.424 -0.364 -0.346 -0.242 -0.222
F 5.818 -4.430 1.784 -0.789 -0.464 -0.589
C 4.160 -3.179 0.712 -0.646 0.853 0.175
C 3.036 -3.135 -0.109 -0.134 -0.746 -0.948
C 2.248 -2.025 -0.284 1.452 -0.536 1.169
C 2.537 -0.941 0.548 -0.137 -0.003 -0.408
C 3.552 -0.979 1.465 2.231 -0.801 0.262
C 4.438 -2.079 1.511 -1.299 0.322 -0.629
C 1.878 0.274 0.374 -2.176 2.735 -1.015
C 1.262 1.324 0.097 0.815 -1.443 0.699
H 2.766 -3.978 -0.736 0.345 -0.197 0.165
H 1.516 -2.103 -1.039 -1.020 0.540 -0.445
H 3.847 -0.091 2.008 -0.367 -0.007 0.150
H 5.308 -2.023 2.113 0.577 -0.125 0.542
N -6.689 3.983 1.752 0.851 -0.122 -0.239
C -5.624 3.690 1.412 -1.842 0.592 0.954
C -4.372 3.245 0.952 1.781 0.202 0.666
C -4.369 2.488 -0.190 0.926 -0.845 -0.882
C -3.158 1.974 -0.703 -0.934 0.960 -0.837
C -1.936 2.309 -0.136 -0.366 0.013 0.459
C -1.960 3.069 1.043 -0.235 -0.210 0.617
C -3.141 3.520 1.621 -0.211 -1.146 -1.590
H -5.299 2.278 -0.696 -0.068 -0.024 -0.031
H -3.219 1.481 -1.684 0.067 -0.153 0.572
H -1.069 3.209 1.641 0.264 0.183 -0.261
H -3.055 3.950 2.583 -0.418 0.712 0.708
C -2.113 -2.892 0.969 -0.877 -0.014 -1.350
C -1.490 -1.524 1.167 -0.772 0.807 0.958
C -2.501 -0.520 1.916 0.572 -1.392 -1.234
C -0.234 -1.696 2.001 1.151 -0.352 -0.025
C -1.258 -0.952 -0.158 0.451 0.459 -1.689
C -1.166 -0.545 -1.341 0.460 0.281 1.680
H -2.555 -3.291 1.859 -0.104 -0.028 0.706
H -1.354 -3.595 0.625 -0.134 -0.036 -0.184
H -2.927 -2.799 0.217 0.503 -0.358 0.378
H -2.765 -0.997 2.843 -0.294 -0.229 0.434
H -3.406 -0.388 1.282 0.661 0.236 0.549
H -1.971 0.390 2.160 -0.160 0.419 -0.212
H -0.467 -2.018 2.985 -0.864 -0.553 0.968
H 0.266 -0.766 2.221 0.397 0.429 -0.457
H 0.495 -2.480 1.664 -0.727 0.922 -0.208

Entry 4:
105
Properties=species:S:1:pos:R:3:forces:R:3 method="wB97M-V/def2-TZVPD" total_energy_ev=-51311.006 total_charge=+1 gap_ev="6.6385 / 7.4230" spin_multiplicity=4 lumo_energy_ev="-3.732 / -3.746" s2=3.7626
C 0.006 -0.621 -0.064 0.044 -0.431 0.222
N -0.247 0.395 0.989 -0.770 -0.424 -0.948
C -1.364 1.246 0.703 1.966 1.085 0.408
N -2.726 0.548 0.858 0.024 0.789 -0.690
C -3.465 0.547 -0.433 -0.546 0.140 -1.336
O -4.728 -0.125 -0.411 0.994 0.669 -1.310
N -5.062 -0.593 0.853 -0.082 -1.354 1.469
O -4.892 -1.749 0.909 -0.479 0.489 -0.047
H -0.892 -0.753 -0.695 0.540 -0.062 0.006
H 0.887 -0.383 -0.681 -0.476 0.073 0.166
H 0.205 -1.593 0.421 -0.029 0.390 -0.287
H -0.353 -0.084 1.876 0.057 0.438 0.225
H -1.319 2.086 1.417 -0.506 -0.439 -0.157
H -1.281 1.716 -0.302 -0.166 -0.632 0.402
H -2.517 -0.382 1.234 -0.462 0.085 0.236
H -3.236 1.116 1.536 -0.187 -0.643 0.323
H -3.635 1.582 -0.779 0.200 -0.255 0.559
H -2.868 0.057 -1.220 0.003 0.062 0.610
C 6.812 -2.486 -2.614 0.276 -0.181 0.091
C 5.554 -1.710 -2.147 1.753 -0.001 -1.276
C 5.924 -0.672 -1.073 -0.268 0.023 0.482
C 6.158 -1.255 0.317 0.023 -0.019 -0.025
C 5.001 -2.161 0.724 0.082 0.446 -0.119
C 4.722 -3.254 -0.315 0.737 -1.749 1.004
N 4.535 -2.688 -1.677 -1.590 2.355 1.140
O 3.361 -2.111 -1.720 0.036 -0.702 -0.467
C 5.879 -4.273 -0.299 0.344 0.088 -0.162
C 3.500 -4.072 0.125 -0.441 0.317 -0.309
C 5.083 -0.936 -3.389 -0.673 -0.061 0.120
H 6.583 -3.526 -2.847 -0.055 0.036 0.093
H 7.229 -2.066 -3.529 -0.096 0.170 0.088
H 7.615 -2.467 -1.875 -0.051 -0.089 0.017
H 5.120 0.069 -0.996 -0.085 -0.104 -0.105
H 6.814 -0.123 -1.389 -0.046 -0.101 -0.191
H 7.105 -1.800 0.350 -0.038 -0.044 -0.007
H 6.253 -0.442 1.040 0.042 -0.017 -0.042
H 5.219 -2.618 1.693 -0.051 -0.181 -0.113
H 4.105 -1.548 0.873 -0.062 -0.062 -0.165
H 5.737 -5.040 -1.063 -0.040 0.050 -0.003
H 5.926 -4.775 0.667 -0.168 0.057 0.026
H 6.859 -3.827 -0.450 -0.058 0.006 -0.071
H 2.611 -3.455 0.262 0.068 0.041 -0.154
H 3.697 -4.559 1.081 0.218 0.056 -0.054
H 3.269 -4.850 -0.605 -0.001 0.052 -0.020
H 4.772 -1.614 -4.187 0.006 -0.019 0.051
H 5.897 -0.318 -3.772 0.124 -0.151 0.151
H 4.256 -0.260 -3.170 -0.067 -0.169 0.046
C -4.982 -0.464 6.380 0.087 0.082 0.355
C -4.376 -1.151 5.128 -1.831 0.495 1.095
C -4.204 -2.661 5.364 0.587 -0.274 -0.126
C -3.006 -3.035 6.230 -0.016 0.037 0.054
C -1.737 -2.355 5.727 -0.400 -0.330 -0.209
C -1.901 -0.835 5.607 1.266 0.773 1.727
N -3.090 -0.470 4.787 0.792 -2.519 -2.068
O -2.788 -0.698 3.527 -0.405 1.046 0.154
C -1.999 -0.224 7.019 -0.356 -0.001 0.189
C -0.614 -0.229 5.029 -0.226 0.036 -0.621
C -5.436 -0.978 4.036 0.448 0.192 -0.511
H -4.583 0.541 6.525 0.069 -0.075 -0.017
H -6.061 -0.340 6.288 0.041 -0.174 -0.137
H -4.815 -1.035 7.293 0.078 0.071 -0.014
H -4.093 -3.166 4.398 0.000 0.150 -0.064
H -5.114 -3.064 5.814 -0.090 0.226 -0.064
H -3.193 -2.775 7.274 0.032 0.029 -0.016
H -2.868 -4.118 6.208 -0.040 0.037 0.025
H -0.910 -2.585 6.401 0.026 0.243 -0.012
H -1.463 -2.781 4.755 -0.060 0.145 -0.072
H -2.166 0.854 6.971 0.002 -0.029 -0.041
H -1.071 -0.389 7.565 0.078 -0.035 -0.169
H -2.785 -0.659 7.631 -0.012 0.044 -0.078
H -0.350 -0.652 4.058 -0.102 -0.022 0.047
H 0.227 -0.423 5.694 -0.156 -0.048 0.118
H -0.706 0.854 4.919 -0.022 -0.015 0.004
H -5.587 0.077 3.791 -0.003 -0.005 0.047
H -6.392 -1.382 4.370 0.135 0.025 0.234
H -5.183 -1.510 3.126 0.123 0.012 0.102
C 0.716 2.552 -5.767 0.095 0.143 -0.284
C -0.348 2.328 -4.663 1.407 -0.921 -1.352
C -1.710 1.976 -5.286 -0.445 0.292 0.124
C -2.469 3.166 -5.865 0.024 0.010 -0.011
C -2.544 4.303 -4.852 -0.112 -0.491 -0.043
C -1.161 4.708 -4.326 0.311 1.986 -0.966
N -0.406 3.540 -3.798 -2.597 -1.207 1.184
O -0.929 3.200 -2.650 0.732 0.247 0.244
C -0.375 5.405 -5.454 0.170 -0.238 -0.295
C -1.325 5.799 -3.258 -0.008 -0.398 0.522
C 0.138 1.089 -3.892 -0.163 0.245 0.582
H 1.427 3.332 -5.491 -0.109 0.028 0.031
H 1.315 1.657 -5.938 -0.181 -0.083 0.071
H 0.274 2.814 -6.729 0.020 0.090 0.049
H -2.346 1.510 -4.524 0.114 0.040 0.108
H -1.570 1.223 -6.066 0.202 -0.018 0.099
H -2.000 3.505 -6.792 0.023 0.029 0.037
H -3.481 2.854 -6.135 0.055 -0.013 -0.034
H -3.033 5.166 -5.308 0.180 0.099 0.087
H -3.186 3.996 -4.019 0.145 -0.009 0.099
H 0.634 5.663 -5.128 -0.035 -0.032 0.040
H -0.874 6.329 -5.745 -0.090 -0.012 0.163
H -0.293 4.813 -6.363 0.039 -0.031 0.070
H -1.958 5.482 -2.429 0.107 -0.107 -0.031
H -1.791 6.684 -3.691 0.055 -0.110 -0.192
H -0.355 6.098 -2.854 -0.010 -0.047 -0.002
H 1.091 1.277 -3.394 -0.027 0.028 -0.013
H 0.279 0.255 -4.581 -0.014 0.176 -0.139
H -0.583 0.755 -3.143 0.027 0.157 0.045

Entry 5:
21
Properties=species:S:1:pos:R:3:forces:R:3 method="wB97M-V/def2-TZVPD" total_energy_ev=-15229.321 gap_ev="6.8420 / 9.1966" lumo_energy_ev="-0.089 / 0.063" e_above_lowest_kj_mol=431.2
C 1.864 -0.542 -0.117 3.145 0.508 2.843
C 0.655 1.359 -1.067 -1.359 1.815 -0.142
C 0.431 0.672 1.350 -0.586 -2.274 0.691
C 0.604 0.193 -0.055 -0.185 0.145 -0.237
N -2.745 1.373 0.137 1.723 -1.003 1.029
N -1.305 -2.416 0.431 1.900 -0.487 -1.781
Si -0.742 -1.017 -0.538 -1.917 0.717 -0.634
H 2.754 0.088 0.074 -0.386 0.474 -0.547
H 2.147 -1.277 0.625 -1.162 -0.350 1.283
H 2.112 -1.131 -0.886 0.475 -1.584 -4.081
H -0.344 1.961 -1.041 1.701 -1.069 0.056
H 0.767 1.000 -2.103 0.073 0.024 0.316
H 1.487 2.134 -0.890 -1.021 -1.394 0.088
H 0.276 -0.151 2.096 0.485 0.320 -0.631
H 1.241 1.250 1.662 1.407 1.100 0.558
H -0.460 1.178 1.390 -2.114 1.830 0.289
H -3.442 0.703 0.458 -0.276 0.079 -0.621
H -2.827 1.595 -0.835 -0.678 -0.207 -0.774
H -0.924 -2.372 1.368 -0.178 0.023 0.273
H -0.948 -3.334 0.019 -0.792 1.538 0.670
H -0.600 -1.269 -2.078 -0.256 -0.208 1.351

Entry 6:
77
Properties=species:S:1:pos:R:3:forces:R:3 method="wB97M-V/def2-TZVPD" total_energy_ev=-152367.276 total_charge=+2 gap_ev="5.6964 / 5.6990" lumo_energy_ev="-7.413 / -7.410"
W -0.710 1.217 0.023 -0.777 0.419 -0.611
C -4.807 1.997 1.433 0.001 0.018 0.002
C -4.568 1.814 -0.039 0.027 0.089 -0.131
O -3.346 1.018 -0.224 -0.044 -0.048 0.003
P -2.917 0.404 -1.672 -0.133 0.067 0.130
O -1.490 1.182 -1.741 0.648 -0.724 0.798
Te -4.348 0.457 -3.412 0.039 0.269 -0.215
O -2.355 -1.028 -1.191 -0.173 0.128 -0.125
C -3.262 -2.170 -1.341 0.023 -0.214 -0.036
C -4.532 -2.031 -0.535 0.037 -0.062 0.037
H -5.739 2.545 1.571 -0.005 -0.009 -0.004
H -4.008 2.579 1.891 -0.010 0.000 -0.008
H -4.897 1.036 1.941 -0.002 0.003 -0.007
H -4.429 2.766 -0.549 0.011 -0.005 -0.015
H -5.379 1.274 -0.526 0.001 -0.010 0.007
H -2.668 -3.031 -1.040 -0.007 0.039 0.057
H -3.484 -2.262 -2.405 0.014 -0.020 0.001
H -4.329 -1.878 0.523 0.075 -0.009 0.118
H -5.120 -2.944 -0.644 0.018 0.002 0.002
H -5.142 -1.206 -0.903 -0.004 -0.060 0.031
N 0.027 1.894 2.087 -0.184 0.114 0.232
C -1.176 1.161 2.184 0.264 -0.549 0.418
N -1.064 -0.008 1.475 0.630 -0.364 0.032
C -1.615 -1.123 2.091 -0.358 0.165 -0.126
C -1.530 -2.445 1.677 0.009 -0.077 -0.123
C -2.197 -3.396 2.422 -0.021 0.034 -0.012
C -2.959 -3.028 3.536 0.026 0.025 0.012
C -3.049 -1.708 3.948 -0.023 -0.045 0.047
C -2.340 -0.757 3.230 -0.022 0.171 -0.027
S -2.209 0.958 3.585 -0.119 0.261 -0.046
H -0.068 2.882 2.300 0.057 0.023 -0.040
H 0.833 1.476 2.543 0.049 -0.061 -0.047
H -0.950 -2.710 0.802 -0.041 0.011 0.021
H -2.141 -4.438 2.137 0.002 -0.001 0.003
H -3.476 -3.791 4.102 -0.009 0.001 -0.009
H -3.626 -1.438 4.821 -0.002 0.001 -0.010
C 3.852 -2.149 -1.215 0.036 -0.184 0.102
Si 2.193 -1.920 -0.430 -0.093 0.067 0.107
C 2.266 -2.394 1.367 -0.049 -0.039 0.089
C 0.843 -2.762 -1.390 -0.166 0.073 -0.009
As 1.692 0.445 -0.370 0.164 0.700 -0.757
Si 3.385 1.668 0.836 -0.003 -0.147 0.021
C 3.098 3.466 0.487 0.031 0.045 0.001
C 3.161 1.237 2.651 -0.008 0.014 0.056
C 5.025 1.056 0.217 0.033 -0.020 0.026
Si 1.828 1.174 -2.744 0.104 -0.046 0.125
C 3.626 1.081 -3.201 -0.035 0.150 -0.093
C 1.272 2.938 -2.890 -0.076 0.019 0.011
C 0.786 -0.032 -3.707 -0.020 0.001 -0.031
H 4.015 -3.234 -1.208 0.051 0.033 -0.023
H 4.658 -1.703 -0.634 0.017 0.047 -0.029
H 3.926 -1.824 -2.248 -0.049 0.028 -0.085
H 2.136 -3.476 1.461 0.033 0.001 0.035
H 1.500 -1.915 1.980 -0.036 -0.037 -0.019
H 3.243 -2.144 1.785 -0.018 0.014 0.023
H 0.746 -3.793 -1.041 -0.016 -0.015 -0.017
H 1.088 -2.794 -2.453 0.002 -0.011 0.008
H -0.126 -2.262 -1.292 0.042 -0.094 0.005
H 2.048 3.757 0.536 -0.016 0.004 0.012
H 3.484 3.743 -0.496 -0.023 0.001 -0.006
H 3.647 4.052 1.229 -0.003 0.016 -0.028
H 2.501 0.382 2.824 0.050 -0.029 0.003
H 2.805 2.093 3.231 -0.010 -0.019 0.009
H 4.128 0.956 3.076 0.002 0.038 0.009
H 5.034 0.853 -0.852 0.021 0.006 -0.009
H 5.338 0.154 0.746 -0.005 -0.007 -0.015
H 5.776 1.828 0.412 0.006 -0.019 0.021
H 4.231 1.831 -2.691 -0.020 0.006 0.001
H 3.661 1.319 -4.270 0.042 -0.010 0.006
H 4.082 0.106 -3.074 0.063 -0.109 0.035
H 1.744 3.329 -3.798 -0.039 0.014 -0.002
H 1.591 3.567 -2.060 0.006 0.009 -0.010
H 0.193 3.032 -3.009 0.000 0.005 0.038
H 1.428 -0.651 -4.336 -0.027 -0.036 0.002
H 0.106 0.522 -4.358 0.018 -0.011 -0.019
H 0.173 -0.687 -3.089 -0.015 0.026 -0.004
I -1.117 3.885 -0.080 0.008 -0.070 0.051